Below is a structure of composition C38H52BN10O3PdS, with properties calculated with ωB97M-V with the def2-TZVPD basis set.

```
106
C38H52BN10O3PdS, DFT ωB97M-V with the def2-TZVPD basis set
Pd 12.889 14.613 9.927
C 15.831 19.128 7.765
N 14.597 18.445 8.103
C 13.505 19.401 8.398
C 14.493 17.109 8.280
N 13.683 16.521 9.076
C 13.037 17.251 10.140
C 13.818 17.877 11.111
C 13.264 18.719 12.114
C 11.886 18.898 12.026
C 11.075 18.194 11.105
C 9.705 18.542 10.955
C 8.926 17.981 10.032
C 9.380 16.973 9.165
C 10.740 16.596 9.212
N 11.187 15.465 8.548
C 10.798 15.080 7.375
N 10.684 15.952 6.254
C 9.649 15.888 5.303
C 11.382 17.278 6.342
N 10.480 13.792 7.112
C 10.099 12.969 8.254
C 10.540 13.198 5.831
C 11.626 17.338 10.150
N 15.362 16.328 7.549
C 15.914 15.077 8.071
C 15.531 16.597 6.154
H 16.155 19.809 8.576
H 15.568 19.656 6.871
H 16.574 18.396 7.470
H 13.705 19.948 9.296
H 12.562 18.897 8.411
H 13.537 20.173 7.616
H 14.873 17.776 11.015
H 13.935 19.248 12.787
H 11.358 19.608 12.686
H 9.207 19.220 11.676
H 7.960 18.402 9.948
H 8.721 16.401 8.525
H 8.914 15.179 5.621
H 10.000 15.613 4.293
H 9.142 16.812 5.183
H 12.398 17.152 6.723
H 10.864 17.876 7.084
H 11.322 17.801 5.384
H 10.744 12.095 8.248
H 9.100 12.634 8.220
H 10.199 13.588 9.105
H 11.042 13.710 5.040
H 9.548 12.905 5.477
H 11.101 12.262 5.956
H 15.890 15.129 9.129
H 16.947 15.064 7.602
H 15.358 14.184 7.723
H 14.995 17.510 5.907
H 15.124 15.767 5.593
H 16.556 16.795 5.776
C 14.335 15.387 13.742
N 14.948 14.091 13.378
C 15.326 13.153 14.436
C 15.695 11.782 13.842
C 16.670 12.002 12.675
N 16.258 13.057 11.772
C 16.919 12.998 10.464
C 15.369 14.005 12.072
O 14.995 14.809 11.195
H 14.035 15.362 14.823
H 13.402 15.611 13.136
H 14.987 16.150 13.457
H 14.412 13.080 15.114
H 16.175 13.527 15.008
H 14.755 11.244 13.563
H 16.158 11.152 14.537
H 16.651 11.050 12.067
H 17.693 12.192 13.034
H 17.653 12.120 10.503
H 17.460 13.926 10.228
H 16.175 12.903 9.670
N 12.698 8.080 7.193
C 13.826 8.783 7.425
S 15.369 8.176 7.137
C 13.699 10.160 7.971
C 13.848 10.393 9.336
C 13.670 11.678 9.815
N 13.401 12.699 9.003
C 13.385 12.491 7.688
C 13.472 11.257 7.157
H 12.691 7.308 6.593
H 11.794 8.510 7.331
H 13.882 9.683 10.164
H 13.720 11.885 10.879
H 13.173 13.330 7.036
H 13.344 11.050 6.059
O 10.547 13.616 12.049
B 11.827 13.570 11.515
O 12.489 12.497 12.221
C 11.665 12.080 13.183
C 11.813 11.089 14.138
C 10.714 10.740 14.900
C 9.486 11.420 14.756
C 9.293 12.418 13.792
C 10.448 12.730 13.076
H 12.692 10.540 14.185
H 10.671 10.058 15.742
H 8.691 11.176 15.441
H 8.375 13.031 13.699
```

Summary:
- Orbital gap (spin up / spin down): 3.66 / 2.53 eV
- 2S+1: 3
- Electronic energy: -76276.2681 eV
- F_max: 3.38 eV Å⁻¹
- Charge: +1
- <S²>: 2.10

Atomic partial charges in e from the Mulliken method, atoms 1 to 6: 2.54, -1.25, 0.58, -1.00, -1.19, 0.87

=====

Below is an isolated molecule of C14H18N2O4S, with properties calculated with ωB97M-V with the def2-TZVPD basis set.

```
39
C14H18N2O4S, DFT ωB97M-V with the def2-TZVPD basis set
C -1.101 -0.850 -4.750
C -0.109 -0.104 -3.866
N 0.097 -0.792 -2.613
C 1.280 -1.299 -2.258
O 2.311 -1.239 -2.887
N 1.294 -1.948 -0.992
C 0.285 -2.098 -0.093
O -0.868 -1.777 -0.303
C 0.738 -2.666 1.237
C -0.426 -3.072 2.119
S 1.781 -1.355 2.027
C 0.648 0.017 1.894
C -0.250 0.271 2.920
C -1.176 1.284 2.777
C -1.209 2.050 1.618
C -0.263 1.824 0.610
C 0.664 0.803 0.756
O -0.217 2.583 -0.528
C -0.957 3.780 -0.430
C -2.327 3.501 0.188
O -2.176 3.011 1.502
H -2.061 -0.948 -4.247
H -1.249 -0.309 -5.681
H -0.727 -1.844 -4.980
H 0.864 -0.034 -4.356
H -0.475 0.907 -3.657
H -0.691 -0.935 -1.990
H 2.226 -2.235 -0.718
H 1.435 -3.494 1.091
H -0.953 -3.911 1.668
H -0.068 -3.363 3.103
H -1.124 -2.244 2.217
H -0.226 -0.327 3.817
H -1.899 1.493 3.548
H 1.386 0.645 -0.030
H -1.050 4.172 -1.444
H -0.418 4.503 0.197
H -2.922 4.412 0.264
H -2.857 2.762 -0.427
```

Summary:
- Orbital gap: 9.22 eV
- 2S+1: 1
- Electronic energy: -36816.7323 eV
- ΔE to the lowest compared entry with this formula, charge and spin: 0.341 eV
- F_max: 0.62 eV Å⁻¹
- Charge: 0

Atomic partial charges in e from the Mulliken method, atoms 1 to 6: -1.14, -0.54, 0.03, 0.40, -0.68, -0.09

=====

Below is a cluster of 2 separate species, C2H3FS in total, with properties calculated with ωB97M-V with the def2-TZVPD basis set.

```
7
C2H3FS, DFT ωB97M-V with the def2-TZVPD basis set
C 1.305 -0.043 -0.167
C -1.180 -0.015 0.241
F 1.387 0.679 -1.268
S 2.497 -0.639 0.669
H -1.150 0.012 -0.914
H -1.308 0.883 0.770
H -1.551 -0.876 0.669
```

Summary:
- Orbital gap (spin up / spin down): 8.49 / 8.14 eV
- 2S+1: 1
- Electronic energy: -15671.0451 eV
- ΔE to the lowest compared entry with this formula, charge and spin: 3.475 eV
- F_max: 5.19 eV Å⁻¹
- Charge: 0

Atomic partial charges in e from the Mulliken method, atoms 1 to 6: 0.24, -0.77, -0.14, -0.22, 0.29, 0.29